a) DFT (wB97M-V/def2-TZVPD) results for a cluster of 2 separate species, C2H3N3O in total.

Values from the calculation:
* gap between HOMO and LUMO (alpha / beta): 7.7 / 7.9 eV

Geometry (Å):
C: 1.898 -0.081 0.247
C: -1.623 -0.053 -0.544
N: 2.400 0.308 -0.771
N: 1.381 -0.327 1.343
N: -0.633 0.527 -0.007
O: -2.162 -1.106 -0.312
H: -2.083 0.641 -1.303
H: 0.975 -1.281 1.669
H: -0.153 1.371 -0.323



b) DFT (wB97M-V/def2-TZVPD) results for the molecule C2H3N3O.

Values from the calculation:
* gap between HOMO and LUMO: 10.8 eV
* SMILES: [H]/N=C(/C#N)NO

Geometry (Å):
H: 0.825 1.680 -0.139
N: -0.216 1.609 -0.039
C: -0.484 0.354 0.073
C: -1.841 -0.075 -0.012
N: -2.897 -0.481 -0.122
N: 0.443 -0.730 0.199
O: 1.726 -0.397 -0.271
H: 0.177 -1.598 -0.267
H: 2.268 -0.361 0.577



Going by the energies, b) is most stable and the next is 60.1 kcal/mol up.



a) DFT (wB97M-V/def2-TZVPD) results for a cluster of 2 separate species, C10H16O in total.

Values from the calculation:
* gap between HOMO and LUMO: 9.7 eV
* SMILES: Cc1ccc(O)cc1.CCC

Geometry (Å):
C: -0.392 -3.459 1.392
C: -0.194 -1.993 1.328
C: 1.051 -1.371 1.287
C: 1.109 0.003 1.553
C: -0.023 0.765 1.750
O: 0.041 2.136 1.943
C: -1.296 0.211 1.527
C: -1.321 -1.154 1.291
H: -0.607 -3.831 2.406
H: 0.442 -4.093 1.089
H: -1.287 -3.774 0.852
H: 1.989 -1.901 1.201
H: 2.083 0.478 1.548
H: -0.070 2.325 2.868
H: -2.140 0.875 1.448
H: -2.252 -1.654 1.044
C: -0.252 0.362 -2.210
C: 0.161 1.744 -1.643
C: 0.874 2.572 -2.699
H: -1.268 0.015 -1.975
H: -0.083 0.276 -3.284
H: 0.271 -0.465 -1.721
H: 0.780 1.539 -0.783
H: -0.775 2.160 -1.259
H: 1.719 1.974 -3.053
H: 1.165 3.537 -2.298
H: 0.276 2.722 -3.600



b) DFT (wB97M-V/def2-TZVPD) results for a cluster of 2 separate species, C10H16O in total.

Values from the calculation:
* gap between HOMO and LUMO: 9.3 eV
* SMILES: CCc1ccc(O)cc1.CC

Geometry (Å):
C: 2.770 2.035 -1.216
C: 1.288 2.119 -0.702
C: 0.863 0.675 -0.350
C: 0.082 -0.124 -1.095
C: -0.248 -1.451 -0.822
C: 0.302 -1.921 0.357
O: 0.108 -3.134 0.965
C: 1.115 -1.184 1.263
C: 1.463 0.035 0.783
H: 2.701 1.866 -2.337
H: 3.245 1.201 -0.585
H: 3.221 2.931 -1.114
H: 1.199 2.900 0.011
H: 0.759 2.704 -1.522
H: -0.300 0.099 -2.083
H: -0.731 -2.032 -1.665
H: -0.781 -3.426 0.890
H: 1.487 -1.655 2.145
H: 2.223 0.642 1.210
C: -3.325 0.913 -0.324
C: -3.287 1.202 1.211
H: -2.833 1.646 -0.870
H: -2.895 -0.081 -0.560
H: -4.428 0.972 -0.604
H: -2.442 0.479 1.600
H: -4.232 0.827 1.632
H: -3.198 2.207 1.495



c) DFT (wB97M-V/def2-TZVPD) results for a cluster of 2 separate species, C10H16O in total.

Values from the calculation:
* gap between HOMO and LUMO: 9.2 eV
* SMILES: CCc1ccc(O)cc1.CC

Geometry (Å):
C: 2.774 1.235 2.596
C: 1.315 1.666 2.445
C: 0.785 0.912 1.227
C: 1.095 1.412 -0.035
C: 0.782 0.698 -1.177
C: 0.337 -0.622 -1.081
O: -0.097 -1.205 -2.223
C: 0.106 -1.166 0.177
C: 0.241 -0.359 1.301
H: 2.923 0.535 3.429
H: 3.445 2.060 2.842
H: 3.207 0.665 1.779
H: 0.681 1.726 3.300
H: 1.211 2.720 2.163
H: 1.606 2.340 -0.258
H: 0.712 1.088 -2.187
H: -0.511 -2.076 -2.194
H: -0.017 -2.239 0.273
H: 0.213 -0.863 2.261
C: -3.330 -1.445 -0.860
C: -2.945 -0.744 -2.163
H: -2.568 -2.127 -0.455
H: -3.532 -0.814 0.001
H: -4.052 -2.241 -1.073
H: -2.942 -1.503 -2.944
H: -3.775 -0.070 -2.389
H: -2.041 -0.165 -2.083



d) DFT (wB97M-V/def2-TZVPD) results for a cluster of 2 separate species, C10H16O in total.

Values from the calculation:
* gap between HOMO and LUMO: 9.3 eV
* SMILES: CCc1ccc(O)cc1.CC

Geometry (Å):
C: -1.804 0.744 0.692
C: -1.045 -0.308 1.407
C: -0.486 -1.427 0.571
C: 0.831 -1.269 0.059
C: 1.243 -2.074 -0.994
C: 0.449 -3.139 -1.455
O: 0.795 -4.026 -2.430
C: -0.631 -3.483 -0.684
C: -1.179 -2.573 0.273
H: -2.335 1.484 1.294
H: -2.508 0.262 0.006
H: -1.203 1.409 0.054
H: -0.252 0.001 2.105
H: -1.715 -0.762 2.163
H: 1.545 -0.538 0.410
H: 2.148 -1.841 -1.547
H: 1.662 -3.861 -2.804
H: -1.292 -4.338 -0.755
H: -2.160 -2.828 0.644
C: 1.078 3.935 0.776
C: 0.879 3.189 -0.591
H: 2.121 3.903 1.078
H: 0.712 4.959 0.714
H: 0.420 3.506 1.520
H: 0.527 2.216 -0.275
H: 1.872 2.995 -1.003
H: 0.327 3.865 -1.228



Going by the energies, a) is most stable and the next is 10.2 kcal/mol up.



a) DFT (wB97M-V/def2-TZVPD) results for a cluster of 2 separate species, C10H16O in total.

Values from the calculation:
* gap between HOMO and LUMO: 9.8 eV
* SMILES: CCc1ccccc1.CCO

Geometry (Å):
C: 2.196 -1.353 1.311
C: 1.244 -1.147 0.089
C: 1.339 0.295 -0.371
C: 2.537 1.000 -0.601
C: 2.354 2.287 -1.106
C: 1.116 2.904 -1.339
C: -0.024 2.177 -1.174
C: 0.113 0.820 -0.783
H: 1.560 -1.961 2.007
H: 2.292 -0.395 1.875
H: 3.183 -1.778 1.174
H: 1.707 -1.747 -0.717
H: 0.200 -1.362 0.276
H: 3.606 0.702 -0.678
H: 3.157 2.867 -1.489
H: 1.076 3.956 -1.590
H: -0.986 2.573 -1.511
H: -0.697 0.152 -0.996
C: -2.533 -1.369 1.984
C: -2.672 -1.689 0.522
O: -4.058 -2.203 0.342
H: -2.010 -0.386 2.089
H: -1.855 -2.012 2.550
H: -3.537 -1.255 2.460
H: -2.352 -0.931 -0.257
H: -2.367 -2.739 0.310
H: -4.635 -1.431 0.415



b) DFT (wB97M-V/def2-TZVPD) results for a cluster of 2 separate species, C10H16O in total.

Values from the calculation:
* gap between HOMO and LUMO: 9.3 eV
* SMILES: Cc1ccc(O)cc1.CCC

Geometry (Å):
C: -1.242 -2.409 1.086
C: -1.434 -0.912 0.993
C: -1.951 -0.328 -0.154
C: -2.143 1.045 -0.283
C: -1.722 1.871 0.751
O: -1.780 3.242 0.693
C: -1.235 1.304 1.921
C: -1.103 -0.068 2.055
H: -0.189 -2.695 1.127
H: -1.720 -2.901 0.244
H: -1.787 -2.784 1.953
H: -2.236 -0.957 -0.989
H: -2.582 1.454 -1.182
H: -1.818 3.492 -0.240
H: -1.028 1.989 2.744
H: -0.714 -0.431 2.993
C: 2.263 1.042 -1.910
C: 1.772 -0.025 -0.948
C: 2.638 -1.295 -0.833
H: 2.534 0.696 -2.905
H: 3.062 1.645 -1.462
H: 1.480 1.791 -2.023
H: 1.626 0.402 0.043
H: 0.789 -0.357 -1.265
H: 3.699 -1.040 -0.774
H: 2.326 -1.831 0.059
H: 2.495 -1.939 -1.695



c) DFT (wB97M-V/def2-TZVPD) results for a cluster of 2 separate species, C10H16O in total.

Values from the calculation:
* gap between HOMO and LUMO: 9.0 eV
* SMILES: CCc1ccc(O)cc1.CC

Geometry (Å):
C: 2.836 0.832 1.618
C: 2.571 -0.314 0.530
C: 1.333 0.034 -0.205
C: 0.314 -0.818 -0.400
C: -0.848 -0.524 -1.097
C: -0.859 0.727 -1.690
O: -1.912 1.214 -2.373
C: 0.278 1.507 -1.741
C: 1.365 1.367 -0.802
H: 3.004 0.518 2.548
H: 2.109 1.614 1.775
H: 3.712 1.310 1.310
H: 3.396 -0.164 -0.180
H: 2.525 -1.192 1.279
H: 0.499 -1.733 0.148
H: -1.583 -1.289 -0.851
H: -2.712 0.639 -2.480
H: 0.186 2.427 -2.327
H: 2.106 2.074 -0.866
C: -1.990 -2.448 2.053
C: -2.456 -1.016 2.529
H: -2.893 -3.028 2.209
H: -1.619 -2.254 0.997
H: -1.000 -2.713 2.654
H: -1.623 -0.190 2.446
H: -2.776 -1.164 3.574
H: -3.296 -0.645 1.972



Going by the energies, b) is most stable and the next is 46.5 kcal/mol up.



a) DFT (wB97M-V/def2-TZVPD) results for a cluster of 2 separate species, C10H16O in total.

Values from the calculation:
* gap between HOMO and LUMO: 9.2 eV
* SMILES: Cc1ccc(O)cc1.CCC

Geometry (Å):
C: -0.424 -0.284 -2.444
C: -0.197 -0.949 -1.146
C: -0.895 -0.574 -0.021
C: -0.632 -1.113 1.283
C: 0.290 -2.183 1.411
O: 0.966 -2.571 2.522
C: 0.542 -2.898 0.193
C: 0.410 -2.244 -1.020
H: 0.409 -0.214 -3.105
H: -0.767 0.721 -2.385
H: -1.188 -0.903 -2.825
H: -1.646 0.209 -0.042
H: -1.233 -0.479 2.001
H: 0.372 -2.708 3.281
H: 0.939 -3.846 0.102
H: 0.627 -2.687 -1.963
C: -0.942 3.131 -0.901
C: -0.284 3.896 0.280
C: 1.212 3.567 0.166
H: -1.062 2.040 -0.852
H: -1.964 3.505 -1.064
H: -0.613 3.404 -1.890
H: -0.573 3.542 1.216
H: -0.269 5.108 0.281
H: 1.629 4.447 -0.379
H: 1.474 2.622 -0.464
H: 1.657 3.715 1.112



b) DFT (wB97M-V/def2-TZVPD) results for a cluster of 2 separate species, C10H16O in total.

Values from the calculation:
* gap between HOMO and LUMO: 9.2 eV
* SMILES: CCc1ccc(O)cc1.CC

Geometry (Å):
C: -1.959 2.144 0.899
C: -0.779 1.510 0.156
C: -0.090 0.465 1.009
C: -0.662 -0.778 1.274
C: -0.001 -1.662 2.104
C: 1.184 -1.304 2.736
O: 1.796 -2.120 3.630
C: 1.818 -0.134 2.371
C: 1.118 0.804 1.613
H: -2.592 1.287 1.152
H: -2.491 2.863 0.295
H: -1.585 2.458 1.873
H: -1.107 0.993 -0.758
H: -0.026 2.179 -0.267
H: -1.514 -1.019 0.647
H: -0.396 -2.653 2.302
H: 1.495 -3.033 3.568
H: 2.686 0.246 2.893
H: 1.418 1.842 1.583
C: 0.342 0.088 -4.079
C: 0.112 -1.133 -3.208
H: -0.343 0.164 -4.926
H: 0.195 1.002 -3.497
H: 1.343 0.185 -4.492
H: 0.985 -1.465 -2.665
H: -0.294 -1.997 -3.746
H: -0.652 -0.932 -2.465



c) DFT (wB97M-V/def2-TZVPD) results for a cluster of 2 separate species, C10H16O in total.

Values from the calculation:
* gap between HOMO and LUMO: 9.2 eV
* SMILES: Cc1ccc(O)cc1.CCC

Geometry (Å):
C: -1.056 2.126 2.139
C: -0.610 0.766 1.659
C: -1.567 -0.134 1.188
C: -1.194 -1.405 0.706
C: 0.146 -1.714 0.607
O: 0.610 -2.921 0.213
C: 1.084 -0.673 0.696
C: 0.709 0.540 1.276
H: -1.853 2.016 2.879
H: -1.438 2.710 1.303
H: -0.230 2.629 2.642
H: -2.599 0.081 1.443
H: -2.043 -1.975 0.352
H: -0.002 -3.485 -0.213
H: 2.083 -0.825 0.312
H: 1.520 1.242 1.433
C: 0.349 2.095 -1.827
C: 0.020 0.819 -2.583
C: 1.213 -0.143 -2.721
H: 1.054 2.725 -2.378
H: -0.559 2.604 -1.504
H: 0.919 1.864 -0.924
H: -0.873 0.370 -2.142
H: -0.322 1.059 -3.593
H: 2.117 0.011 -2.145
H: 0.884 -1.178 -2.690
H: 1.676 0.056 -3.704



d) DFT (wB97M-V/def2-TZVPD) results for a cluster of 2 separate species, C10H16O in total.

Values from the calculation:
* gap between HOMO and LUMO: 9.5 eV
* SMILES: Cc1ccc(O)cc1.CCC

Geometry (Å):
C: 1.344 2.462 0.256
C: 0.008 1.794 0.318
C: -0.226 0.750 1.220
C: -1.332 -0.069 1.060
C: -2.169 0.067 -0.033
O: -2.825 -1.072 -0.488
C: -2.035 1.209 -0.836
C: -1.011 2.101 -0.574
H: 1.853 2.462 1.211
H: 1.347 3.470 -0.166
H: 2.031 1.860 -0.354
H: 0.527 0.551 1.975
H: -1.537 -0.808 1.826
H: -3.785 -0.972 -0.411
H: -2.854 1.378 -1.520
H: -0.920 2.956 -1.225
C: 3.208 -1.166 -0.122
C: 2.458 -2.423 -0.524
C: 1.020 -2.434 -0.019
H: 3.829 -1.279 0.769
H: 2.506 -0.396 0.226
H: 3.844 -0.675 -0.857
H: 2.407 -2.470 -1.621
H: 3.010 -3.330 -0.288
H: 0.930 -2.791 0.998
H: 0.545 -1.474 -0.178
H: 0.344 -3.027 -0.638



Going by the energies, b) is most stable and the next is 5.5 kcal/mol up.